A 2-piece molecular cluster, C5H4I2 overall in a non-equilibrium geometry. Source: the OMol25 dataset; level of theory: ωB97M-V/def2-TZVPD.

Atoms and positions in Å:
C1 -0.829 0.264 0.303
C2 -2.079 0.484 0.754
C3 0.107 -0.778 0.001
C4 0.959 -0.153 -0.926
C5 0.405 0.960 -0.027
I1 0.010 0.201 -2.808
I2 3.760 -0.523 1.513
H1 -2.215 1.575 0.829
H2 -2.740 -0.360 0.861
H3 0.576 -1.460 0.669
H4 2.046 -0.210 -1.169

Properties
Energy above the lowest of the compared OMol25 structures with the same formula, charge and spin ... 4.566 eV
Energy ... -21443.4712 eV
Gap between HOMO and LUMO (alpha / beta) ... 3.8 / 3.8 eV

A 2-piece molecular cluster, C10H15IN2 overall in a non-equilibrium geometry. Source: the OMol25 dataset; level of theory: ωB97M-V/def2-TZVPD.

Atoms and positions in Å:
C1 0.776 0.784 -1.014
C2 -0.358 -0.084 -0.993
C3 0.116 -1.357 -1.181
C4 -2.761 1.004 -1.579
C5 -2.177 1.588 -0.389
C6 -1.776 0.205 -0.729
C7 1.381 -2.074 2.072
C8 0.636 0.251 2.365
C9 2.259 -2.406 -1.607
C10 0.477 -1.039 2.653
N1 1.831 0.075 -1.256
N2 1.430 -1.221 -1.393
I1 -0.846 -1.727 4.093
H1 0.844 1.863 -1.189
H2 -3.828 0.719 -1.423
H3 -2.420 1.366 -2.606
H4 -1.271 2.159 -0.580
H5 -2.558 1.828 0.573
H6 -2.233 -0.573 -0.274
H7 2.207 -2.306 2.735
H8 0.895 -3.059 1.654
H9 2.074 -1.698 1.190
H10 -0.510 -2.252 -1.143
H11 1.493 0.436 1.614
H12 0.173 1.028 2.863
H13 2.857 -2.642 -0.798
H14 1.623 -3.152 -1.836
H15 2.774 -2.220 -2.591

Properties
SMILES ... Cn1cc(C2CC2)cn1.C=C(C)I
Energy above the lowest of the compared OMol25 structures with the same formula, charge and spin ... 0.000 eV
Energy ... -21690.3574 eV
Gap between HOMO and LUMO ... 9.0 eV

A 2-piece molecular cluster, C8H10ClN3O3 overall in a non-equilibrium geometry. Source: the OMol25 dataset; level of theory: ωB97M-V/def2-TZVPD.

Atoms and positions in Å:
C1 -2.634 0.615 0.122
C2 -3.007 -1.709 0.860
C3 -1.227 0.419 0.148
C4 -1.630 -1.767 1.129
C5 -3.490 -0.463 0.432
C6 -0.753 -0.801 0.631
C7 3.730 0.258 -1.056
C8 1.494 -1.572 1.258
N1 -4.841 -0.251 0.278
N2 0.619 -1.070 0.592
N3 3.313 1.556 -1.577
O1 4.344 2.578 -1.215
O2 2.147 2.034 -1.106
O3 2.477 -1.991 1.703
Cl1 4.647 -0.483 -2.322
H1 -3.045 1.368 -0.416
H2 -3.715 -2.386 1.508
H3 -0.468 1.160 -0.175
H4 -1.194 -2.653 1.494
H5 4.201 0.408 -0.134
H6 2.821 -0.186 -0.936
H7 -4.895 0.782 0.206
H8 -5.614 -0.685 0.771
H9 4.648 2.880 -2.067
H10 2.073 1.960 -0.128

Properties
SMILES ... Nc1ccc(N=C=O)cc1.ON(O)CCl
Energy above the lowest of the compared OMol25 structures with the same formula, charge and spin ... 0.464 eV
Energy ... -31589.1321 eV
Gap between HOMO and LUMO ... 8.6 eV

A 2-piece molecular cluster, C4H3NO2S overall in a non-equilibrium geometry. Source: the OMol25 dataset; level of theory: ωB97M-V/def2-TZVPD.

Atoms and positions in Å:
C1 0.222 -0.392 1.717
C2 0.752 0.063 0.481
C3 -0.722 -1.354 1.555
C4 0.278 -0.483 -0.699
N1 0.037 1.511 -2.381
O1 -1.159 1.925 -2.567
O2 0.777 1.482 -3.420
S1 -0.934 -1.693 -0.136
H1 0.533 -0.016 2.697
H2 1.516 0.838 0.454
H3 -1.302 -1.881 2.300

Properties
Energy above the lowest of the compared OMol25 structures with the same formula, charge and spin ... 4.448 eV
Energy ... -20610.7080 eV
Total charge ... -2
Gap between HOMO and LUMO ... 4.6 eV

A 12-piece molecular cluster, C6H38N2O11 overall in a non-equilibrium geometry. Source: the OMol25 dataset; level of theory: ωB97M-V/def2-TZVPD.

Atoms and positions in Å:
N1 2.298 -0.260 1.372
C1 1.373 0.780 1.843
C2 1.217 1.049 3.333
C3 -0.105 0.515 1.148
N2 -0.301 0.870 -0.158
C4 0.173 -0.178 -1.110
C5 -0.417 0.245 -2.431
C6 0.012 2.250 -0.479
H1 1.795 -1.147 1.127
H2 3.039 -0.524 2.008
H3 1.910 1.749 1.471
H4 1.932 0.437 3.954
H5 1.472 2.160 3.571
H6 0.230 1.056 3.765
H7 -0.777 1.098 1.838
H8 -0.270 -0.632 1.433
H9 -0.148 -1.054 -0.789
H10 1.295 -0.298 -1.260
H11 -1.461 -0.192 -2.589
H12 0.085 -0.189 -3.177
H13 -0.305 1.338 -2.494
H14 -0.924 2.901 -0.472
H15 0.846 2.708 0.153
H16 0.328 2.389 -1.558
H17 3.115 -0.486 -0.554
H18 4.050 -0.363 -1.751
O1 3.135 -0.669 -1.560
H19 2.247 -2.249 -2.235
H20 1.916 -3.386 -3.031
O2 2.200 -3.188 -2.171
H21 0.553 3.259 2.832
H22 -0.769 3.724 2.219
O3 0.067 4.068 2.745
H23 0.622 -3.269 -1.617
H24 -0.906 -2.655 -1.452
O4 -0.310 -3.480 -1.272
H25 -1.545 -3.406 0.810
H26 -0.755 -2.072 1.263
O5 -1.680 -2.374 1.022
H27 2.205 1.384 -2.498
H28 2.030 2.719 -3.421
O6 1.980 2.278 -2.459
H29 -3.006 2.276 2.690
H30 -2.909 1.226 1.575
O7 -2.804 2.169 1.693
H31 -3.797 -0.485 1.075
H32 -3.119 -1.106 2.147
O8 -3.763 -0.291 1.993
H33 -2.397 -0.435 -0.390
H34 -2.689 -1.906 -0.306
O9 -2.924 -1.064 -0.736
H35 1.288 -4.083 -0.135
H36 2.420 -3.543 0.737
O10 1.551 -3.940 0.802
H37 -2.296 1.739 -2.764
H38 -3.761 0.832 -2.853
O11 -3.249 1.704 -2.903

Properties
SMILES ... CCN(C)C[C@@H](C)N.O.O.O.O.O.O.O.O.O.O.O
Energy above the lowest of the compared OMol25 structures with the same formula, charge and spin ... 6.787 eV
Energy ... -32337.2680 eV
Gap between HOMO and LUMO ... 8.4 eV

C9H36AsF6N18O9 as an isolated structure in a non-equilibrium geometry. Source: the OMol25 dataset; level of theory: ωB97M-V/def2-TZVPD.

Atoms and positions in Å:
As1 0.777 0.498 0.587
F1 -0.787 1.489 0.388
F2 -0.278 -0.959 0.079
F3 2.278 -0.457 0.822
F4 1.583 2.059 1.069
F5 0.248 0.278 2.255
F6 1.115 0.741 -1.167
C1 -3.310 -1.815 2.049
O1 -3.721 -2.658 1.323
N1 -2.252 -1.071 2.041
N2 -3.790 -1.681 3.192
H1 -1.942 -0.682 2.920
H2 -1.710 -0.933 1.199
H3 -4.727 -2.023 3.351
H4 -3.500 -0.875 3.727
C2 -1.218 -3.010 -2.499
O2 -1.264 -1.777 -2.596
N3 -1.878 -3.959 -3.118
N4 -0.272 -3.662 -1.792
H5 -1.686 -4.927 -2.904
H6 -2.419 -3.690 -3.927
H7 -0.242 -4.654 -1.600
H8 0.369 -3.048 -1.310
C3 3.663 -0.676 -3.141
O3 4.601 -1.021 -3.882
N5 3.710 0.355 -2.292
N6 2.528 -1.323 -2.953
H9 4.594 0.843 -2.306
H10 2.869 0.674 -1.833
H11 2.299 -1.986 -3.679
H12 1.759 -1.036 -2.364
C4 0.306 -3.291 2.686
O4 -0.454 -3.166 3.665
N7 1.540 -3.495 2.867
N8 -0.062 -3.584 1.447
H13 1.829 -3.136 3.765
H14 2.199 -3.429 2.104
H15 -1.065 -3.500 1.362
H16 0.647 -3.439 0.742
C5 -1.063 4.926 -0.700
O5 -1.316 6.012 -1.148
N9 -1.740 3.808 -0.889
N10 -0.052 4.738 0.008
H17 -1.407 2.914 -0.556
H18 -2.495 3.963 -1.542
H19 0.243 3.829 0.334
H20 0.608 5.491 -0.122
C6 1.074 2.052 -4.709
O6 1.211 2.564 -5.794
N11 0.923 0.757 -4.547
N12 1.158 2.676 -3.589
H21 0.719 0.328 -5.439
H22 0.763 0.312 -3.655
H23 1.175 2.178 -2.710
H24 1.429 3.649 -3.609
C7 -2.275 3.063 3.563
O7 -3.305 3.702 3.308
N13 -1.887 2.017 2.822
N14 -1.731 3.201 4.680
H25 -0.973 1.685 3.095
H26 -2.340 1.709 1.973
H27 -2.012 3.923 5.327
H28 -1.066 2.490 4.947
C8 4.493 -1.028 3.423
O8 5.348 -1.021 4.357
N15 4.542 -1.791 2.409
N16 3.532 -0.146 3.374
H29 5.235 -2.526 2.417
H30 3.843 -1.805 1.680
H31 3.543 0.588 4.068
H32 2.837 -0.275 2.652
C9 -3.013 0.850 -1.944
O9 -3.767 1.784 -1.955
N17 -2.963 -0.143 -1.125
N18 -2.098 0.824 -2.831
H33 -3.700 -0.290 -0.450
H34 -2.054 -0.555 -0.970
H35 -2.050 1.656 -3.402
H36 -1.707 -0.086 -3.026

Properties
Energy above the lowest of the compared OMol25 structures with the same formula, charge and spin ... 5.883 eV
Energy ... -132320.9473 eV
Total charge ... -1
Gap between HOMO and LUMO ... 7.3 eV

C27H39BCdN6S7 as an isolated structure. Source: the OMol25 dataset; level of theory: ωB97M-V/def2-TZVPD.

Atoms and positions in Å:
Cd1 -0.066 -1.039 0.804
C1 -1.289 0.806 4.643
C2 -1.389 1.754 3.497
C3 -2.417 2.629 3.369
C4 -2.475 3.484 2.239
N1 -1.621 3.381 1.271
N2 -0.610 2.497 1.362
B1 0.235 2.522 0.098
N3 -0.461 2.806 -1.219
N4 -0.600 4.111 -1.521
C5 -1.014 4.457 -2.699
C6 -1.306 3.479 -3.693
C7 -1.163 2.160 -3.416
C8 -1.404 1.098 -4.434
C9 -0.732 1.783 -2.087
S1 -0.555 0.171 -1.697
C10 -1.134 5.956 -2.969
C11 -2.204 6.527 -2.029
C12 0.213 6.633 -2.685
C13 -1.542 6.250 -4.414
N5 1.580 1.864 -0.058
N6 1.611 3.180 0.210
C14 2.677 3.837 0.547
C15 3.888 3.106 0.448
C16 3.907 1.777 0.129
C17 5.184 1.018 0.050
C18 2.659 1.064 -0.070
S2 2.575 -0.587 -0.263
C19 2.580 5.286 0.957
C20 3.392 5.487 2.244
C21 1.121 5.675 1.214
C22 3.160 6.139 -0.183
C23 -0.378 1.744 2.474
S3 1.044 0.851 2.693
C24 -3.539 4.564 2.154
C25 -3.284 5.552 3.304
C26 -4.933 3.941 2.301
C27 -3.452 5.306 0.824
H1 -2.142 0.917 5.309
H2 -1.263 -0.216 4.260
H3 -0.365 0.967 5.199
H4 -3.210 2.644 4.103
H5 -1.613 3.785 -4.682
H6 -1.698 1.530 -5.390
H7 -0.500 0.500 -4.560
H8 -2.176 0.411 -4.085
H9 -1.913 6.364 -0.995
H10 -2.329 7.599 -2.200
H11 -3.164 6.036 -2.201
H12 0.537 6.421 -1.667
H13 0.977 6.274 -3.378
H14 0.118 7.713 -2.806
H15 -2.517 5.821 -4.648
H16 -1.617 7.330 -4.548
H17 -0.805 5.878 -5.129
H18 4.824 3.606 0.660
H19 6.038 1.659 0.262
H20 5.161 0.185 0.754
H21 5.292 0.575 -0.941
H22 3.052 4.801 3.023
H23 4.458 5.326 2.084
H24 3.257 6.508 2.601
H25 0.729 5.151 2.089
H26 1.064 6.747 1.405
H27 0.480 5.436 0.364
H28 4.191 5.857 -0.403
H29 2.566 6.016 -1.090
H30 3.146 7.191 0.102
H31 -3.341 5.058 4.276
H32 -2.295 6.006 3.209
H33 -4.032 6.346 3.283
H34 -5.075 3.485 3.282
H35 -5.692 4.715 2.181
H36 -5.094 3.176 1.540
H37 -2.465 5.754 0.708
H38 -3.615 4.619 -0.007
H39 -4.207 6.093 0.788
S4 -2.514 -0.245 1.272
S5 -3.421 -1.756 0.268
S6 -2.501 -3.475 0.952
S7 -0.599 -3.441 0.220

Properties
Energy ... -118663.0957 eV
Gap between HOMO and LUMO ... 5.1 eV

C5H18Si3 as an isolated structure in a non-equilibrium geometry. Source: the OMol25 dataset; level of theory: ωB97M-V/def2-TZVPD.

Atoms and positions in Å:
C1 2.780 -0.718 2.465
C2 -3.451 -0.117 -0.907
C3 -1.835 2.438 0.130
C4 1.581 -0.210 1.694
C5 0.853 -1.321 0.923
Si1 1.687 -0.843 -2.847
Si2 -1.797 0.887 -0.965
Si3 -0.191 -0.849 -0.574
H1 2.384 -1.459 3.217
H2 3.426 -1.231 1.750
H3 3.279 0.094 2.983
H4 -4.159 0.496 -1.441
H5 -3.395 -0.865 -1.735
H6 -3.601 -0.476 0.100
H7 -1.006 3.020 -0.226
H8 -2.854 2.973 -0.046
H9 -1.803 1.997 1.136
H10 0.704 0.127 2.410
H11 2.003 0.498 1.023
H12 0.294 -1.743 1.709
H13 1.769 -1.974 0.626
H14 1.305 -2.136 -3.635
H15 3.178 -0.859 -2.651
H16 1.225 0.198 -3.728
H17 -1.570 1.298 -2.555
H18 -1.053 -1.940 -0.294

Properties
Energy above the lowest of the compared OMol25 structures with the same formula, charge and spin ... 1.348 eV
Energy ... -29106.3544 eV
Gap between HOMO and LUMO ... 8.4 eV

C34H39N5O4P2Zn as an isolated structure in a non-equilibrium geometry. Source: the OMol25 dataset; level of theory: ωB97M-V/def2-TZVPD.

Atoms and positions in Å:
Zn1 1.788 -0.347 0.946
C1 -4.238 0.101 -5.145
C2 -4.051 1.065 -4.236
C3 -5.044 1.514 -3.207
C4 -6.034 0.447 -2.671
C5 -5.391 -0.837 -2.207
C6 -5.137 -1.903 -2.969
C7 -5.481 -2.046 -4.429
C8 -5.464 -0.760 -5.295
C9 2.351 -2.067 1.873
H1 -3.468 -0.081 -5.911
H2 -3.136 1.665 -4.279
H3 -5.646 2.354 -3.599
H4 -4.483 1.911 -2.345
H5 -6.497 0.895 -1.776
H6 -6.846 0.288 -3.394
H7 -5.175 -0.872 -1.128
H8 -4.715 -2.808 -2.515
H9 -6.479 -2.504 -4.548
H10 -4.762 -2.752 -4.872
H11 -5.455 -1.111 -6.341
H12 -6.403 -0.203 -5.167
H13 3.400 -2.192 1.566
H14 1.785 -2.977 1.661
H15 2.360 -1.901 2.955
P1 -0.472 -0.879 1.530
P2 0.594 1.298 -0.250
N1 -1.035 -2.494 1.217
N2 -0.811 -0.704 3.245
N3 0.401 0.851 -1.921
N4 1.244 2.878 -0.528
C10 -1.748 0.165 0.755
C11 -1.137 1.517 0.299
C12 -0.286 -3.438 0.491
C13 -1.031 -4.595 0.370
C14 -2.302 -4.358 0.994
C15 -2.285 -3.064 1.500
C16 -0.098 -1.383 4.253
C17 -0.508 -0.901 5.486
C18 -1.479 0.126 5.248
C19 -1.628 0.244 3.876
C20 1.201 -0.086 -2.598
C21 0.605 -0.375 -3.817
C22 -0.592 0.406 -3.906
C23 -0.669 1.173 -2.756
C24 0.875 3.837 -1.483
C25 1.575 5.009 -1.226
C26 2.400 4.775 -0.073
C27 2.177 3.475 0.342
H16 -2.596 0.329 1.437
H17 -2.137 -0.391 -0.117
H18 -1.750 1.979 -0.487
H19 -1.114 2.238 1.134
H20 0.701 -3.189 0.131
H21 -0.701 -5.506 -0.107
H22 -3.119 -5.060 1.053
H23 -3.033 -2.492 2.028
H24 0.638 -2.126 3.995
H25 -0.160 -1.245 6.448
H26 -2.004 0.701 5.996
H27 -2.230 0.916 3.284
H28 2.115 -0.444 -2.144
H29 0.962 -1.065 -4.569
H30 -1.332 0.398 -4.696
H31 -1.386 1.925 -2.454
H32 0.158 3.592 -2.251
H33 1.499 5.927 -1.790
H34 3.074 5.483 0.387
H35 2.570 2.899 1.170
O1 3.120 1.489 2.952
C28 3.925 0.888 2.217
O2 3.646 0.364 1.046
C29 5.374 0.715 2.607
C30 6.326 0.308 1.647
C31 7.639 0.029 2.006
C32 8.034 0.216 3.346
C33 7.121 0.689 4.311
C34 5.809 0.957 3.927
N5 9.344 -0.174 3.747
O3 10.120 -0.662 2.892
O4 9.672 -0.026 4.948
H36 6.027 0.186 0.607
H37 8.361 -0.354 1.286
H38 7.454 0.815 5.339
H39 5.104 1.335 4.663

Properties
Energy above the lowest of the compared OMol25 structures with the same formula, charge and spin ... 0.000 eV
Energy ... -118521.8234 eV
Gap between HOMO and LUMO ... 7.2 eV

C27H44N2O6PPt as an isolated structure in a non-equilibrium geometry. Source: the OMol25 dataset; level of theory: ωB97M-V/def2-TZVPD.

Atoms and positions in Å:
Pt1 -0.748 0.056 0.036
O1 1.176 -0.254 4.071
C1 1.240 -0.125 2.848
O2 0.249 0.079 2.095
C2 2.617 -0.256 2.202
C3 3.655 -0.779 2.964
C4 4.902 -0.978 2.406
C5 5.130 -0.635 1.081
C6 4.110 -0.081 0.327
C7 2.855 0.101 0.883
H1 3.448 -1.027 3.996
H2 5.701 -1.404 3.000
H3 6.106 -0.804 0.647
H4 4.278 0.193 -0.704
H5 2.051 0.503 0.280
C8 2.172 3.952 1.518
C9 2.545 4.325 0.088
C10 1.400 4.127 -0.936
C11 1.861 4.627 -2.317
C12 0.763 4.459 -3.363
C13 0.251 4.984 -0.453
O3 0.192 6.187 -0.615
N1 -0.698 4.316 0.249
C14 -0.807 2.918 0.396
O4 -1.679 2.483 1.122
N2 0.024 2.150 -0.318
C15 1.069 2.625 -1.019
O5 1.782 1.884 -1.678
H6 3.050 4.030 2.156
H7 1.797 2.934 1.577
H8 1.411 4.623 1.913
H9 3.398 3.726 -0.239
H10 2.832 5.380 0.055
H11 2.745 4.063 -2.620
H12 2.127 5.683 -2.235
H13 0.466 3.414 -3.426
H14 1.110 4.780 -4.345
H15 -0.107 5.056 -3.094
H16 -1.440 4.859 0.674
C16 -2.026 -2.668 -2.572
C17 -1.051 -3.396 -1.651
C18 -1.517 -4.836 -1.442
P1 -0.734 -2.370 -0.103
C19 0.967 -2.936 0.426
C20 1.160 -4.400 0.807
C21 1.962 -2.522 -0.657
C22 -1.905 -3.084 1.160
C23 -3.337 -2.763 0.722
C24 -1.604 -2.453 2.517
H17 -2.046 -3.147 -3.553
H18 -1.736 -1.626 -2.685
H19 -3.028 -2.683 -2.155
H20 -0.073 -3.415 -2.146
H21 -2.548 -4.857 -1.101
H22 -0.905 -5.372 -0.724
H23 -1.469 -5.368 -2.392
H24 1.165 -2.320 1.310
H25 1.095 -5.045 -0.067
H26 0.429 -4.721 1.544
H27 2.150 -4.527 1.241
H28 1.927 -3.201 -1.508
H29 2.978 -2.522 -0.265
H30 1.730 -1.515 -1.007
H31 -1.763 -4.171 1.220
H32 -3.992 -2.679 1.587
H33 -3.743 -3.536 0.072
H34 -3.341 -1.812 0.188
H35 -1.651 -1.365 2.445
H36 -0.608 -2.716 2.866
H37 -2.318 -2.794 3.266
C25 -4.257 0.910 0.684
C26 -3.679 0.882 -0.743
C27 -4.820 0.628 -1.753
O6 -2.727 -0.095 -0.886
H38 -4.873 0.027 0.851
H39 -4.863 1.801 0.839
H40 -3.428 0.912 1.390
H41 -3.256 1.883 -0.966
H42 -4.426 0.582 -2.767
H43 -5.312 -0.318 -1.533
H44 -5.551 1.430 -1.680

Properties
Energy ... -56518.2278 eV
Total charge ... -1
Gap between HOMO and LUMO (alpha / beta) ... 7.6 / 7.6 eV

A 2-piece molecular cluster, CH6NS overall. Source: the OMol25 dataset; level of theory: ωB97M-V/def2-TZVPD.

Atoms and positions in Å:
S1 0.506 1.903 0.279
H1 -0.407 2.715 -0.280
C1 -0.055 -2.231 0.266
N1 -0.912 -1.620 -0.758
H2 0.899 -2.604 -0.120
H3 -0.544 -3.035 0.811
H4 0.211 -1.471 1.007
H5 -0.542 -1.919 -1.651
H6 -0.698 -0.624 -0.701

Properties
Energy above the lowest of the compared OMol25 structures with the same formula, charge and spin ... 0.107 eV
Energy ... -13460.4007 eV
Total charge ... -1
Gap between HOMO and LUMO ... 6.8 eV